A structure of composition C10H25N6NaO2. Source: the OMol25 dataset; level of theory: the ωB97M-V functional and the def2-TZVPD basis.

XYZ file:
```
44
Properties=species:S:1:pos:R:3
Na -0.038 -0.105 -0.285
N 0.224 1.418 1.643
C 0.730 2.602 0.960
C -0.255 3.047 -0.115
N -0.346 2.096 -1.221
C -1.707 1.980 -1.745
C -1.949 0.829 -2.718
N -1.561 -0.471 -2.191
C 0.677 2.319 -2.237
C 1.377 1.056 -2.732
N 2.075 0.372 -1.640
H -0.503 1.632 2.312
H 0.941 0.875 2.106
H 1.681 2.340 0.489
H 0.926 3.449 1.630
H 0.017 4.051 -0.473
H -1.241 3.142 0.347
H -2.017 2.908 -2.256
H -2.373 1.848 -0.889
H -1.380 1.011 -3.635
H -3.007 0.896 -3.004
H -1.651 -1.187 -2.899
H -2.098 -0.801 -1.374
H 1.439 2.985 -1.822
H 0.253 2.848 -3.104
H 2.042 1.347 -3.555
H 0.642 0.360 -3.134
H 2.948 0.834 -1.414
H 2.301 -0.581 -1.898
C 1.142 -3.376 3.391
C 0.703 -2.579 2.191
N 1.538 -1.825 1.566
O 2.829 -1.889 2.159
C -0.691 -2.664 1.746
C -1.694 -3.559 2.416
N -1.013 -1.908 0.738
O -2.236 -1.862 0.307
H 1.726 -2.747 4.061
H 1.797 -4.191 3.077
H 0.296 -3.790 3.929
H 3.353 -1.364 1.550
H -1.316 -4.575 2.552
H -2.574 -3.590 1.777
H -2.007 -3.182 3.394
```

E_LUMO = 0.039 eV
HOMO-LUMO gap = 6.546 eV
ΔE to the lowest compared entry with this formula, charge and spin = 0.0 kJ/mol
Maximum force = 0.011 Eh/bohr
HOMO energy = -6.507 eV
Total energy = -28225.9408 eV

These are the natural (NBO) partial charges, in e, on atoms 1 to 6:
1. Na 0.85
2. N -0.87
3. C -0.23
4. C -0.22
5. N -0.49
6. C -0.22